46
Properties=species:S:1:pos:R:3:nbo_charge:R:1 method="wB97M-V/def2-TZVPD" smiles="N/C=C/CCN.O.O.O.O.O.O.O.O.O.O" e_above_lowest_kj_mol=568.5 lumo_ev=0.02 orbital_gap_ev=7.79
N 2.793 3.399 -0.868 -0.866
C 2.224 2.793 0.328 -0.039
C 2.118 1.444 0.330 -0.295
C 1.696 0.769 1.681 -0.467
C 0.400 1.395 2.347 -0.203
N -0.857 0.971 1.737 -0.831
H 3.017 2.710 -1.591 0.382
H 2.443 4.345 -1.279 0.378
H 2.337 3.626 0.988 0.224
H 2.476 0.628 -0.318 0.227
H 2.585 1.213 2.236 0.244
H 1.551 -0.241 1.702 0.190
H 0.366 2.481 2.354 0.187
H 0.283 1.097 3.552 0.172
H -0.755 1.284 0.630 0.338
H -0.759 -0.056 1.765 0.346
O -4.130 1.198 0.813 -0.983
H -4.808 0.612 0.506 0.484
H -3.613 0.969 1.556 0.500
O -1.075 0.703 -2.596 -0.972
H -0.568 1.308 -2.161 0.469
H -1.928 1.169 -2.643 0.499
O 4.691 -0.187 2.009 -0.915
H 4.373 -1.124 1.852 0.457
H 5.031 -0.088 1.126 0.462
O 1.098 -3.340 -0.298 -0.984
H 1.882 -3.009 0.093 0.481
H 0.676 -2.817 -0.904 0.503
O -2.330 2.704 -2.068 -0.959
H -2.895 3.489 -2.239 0.485
H -2.970 2.347 -1.422 0.496
O -0.611 -4.591 1.073 -0.974
H 0.136 -4.766 0.412 0.505
H -0.693 -3.641 0.995 0.466
O -3.394 -1.123 1.050 -0.991
H -3.412 -2.010 0.477 0.507
H -3.910 -1.294 1.813 0.464
O -3.026 -3.889 -0.304 -0.970
H -2.464 -4.140 0.433 0.495
H -2.380 -3.546 -0.990 0.481
O 2.659 0.710 -2.512 -0.936
H 2.375 1.131 -3.344 0.472
H 1.922 0.144 -2.431 0.471
O -0.670 -1.809 -1.743 -1.022
H -0.874 -2.072 -2.644 0.490
H -1.011 -0.896 -1.502 0.530

49
Properties=species:S:1:pos:R:3:nbo_charge:R:1 method="wB97M-V/def2-TZVPD" charge=-1 e_above_lowest_kj_mol=119.2 lumo_ev=2.59 orbital_gap_ev=8.63
C -0.164 -0.215 -0.030 -0.268
N -0.170 -1.557 0.608 -0.707
C 0.590 -1.705 1.811 0.116
O 1.920 -1.519 1.647 -0.939
C -1.041 0.777 0.722 -0.067
C -0.252 1.498 1.867 -0.544
S -1.209 2.749 2.765 -0.090
N -1.426 1.929 -0.251 -0.890
H -0.606 -0.244 -1.077 0.211
H 0.821 -0.071 -0.127 0.207
H 0.043 -2.271 -0.084 0.383
H 0.328 -2.750 2.161 0.128
H 0.305 -1.015 2.627 0.134
H -1.854 0.214 1.078 0.191
H 0.728 1.921 1.432 0.245
H -0.087 0.702 2.669 0.235
H -1.360 3.883 2.021 0.135
H -2.360 2.143 -0.098 0.368
H -1.350 1.600 -1.273 0.382
H -2.898 -1.668 2.055 0.467
H -2.273 -1.932 0.710 0.504
O -3.029 -2.153 1.256 -0.967
H 2.119 -1.500 -1.720 0.514
H 2.487 -1.026 -3.085 0.462
O 1.870 -0.853 -2.389 -1.004
H -4.717 0.391 0.915 0.462
H -4.360 -1.120 0.714 0.501
O -4.452 -0.259 0.417 -0.983
H -2.838 0.041 -2.927 0.488
H -3.805 0.279 -1.826 0.472
O -3.517 0.606 -2.613 -0.963
H -0.212 -1.087 -3.041 0.469
H -0.003 0.350 -3.407 0.491
O -0.616 -0.388 -3.551 -1.009
H 2.827 -3.463 -0.397 0.471
H 2.327 -2.129 0.437 0.505
O 2.468 -2.591 -0.513 -1.075
H 1.726 0.923 -3.261 0.480
H 0.966 2.029 -2.394 0.505
O 1.038 1.565 -3.330 -0.986
H 2.609 -0.019 1.173 0.513
H 3.182 0.347 -0.175 0.476
O 2.853 0.783 0.644 -1.004
H 2.125 1.841 -0.420 0.497
H 0.722 2.304 -0.721 0.483
O 1.671 2.433 -0.981 -0.969
H 2.760 -0.581 2.916 0.496
H 3.043 0.859 3.372 0.459
O 3.075 -0.052 3.673 -0.985

21
Properties=species:S:1:pos:R:3:nbo_charge:R:1 method="wB97M-V/def2-TZVPD" smiles=CCCO.O.O.O e_above_lowest_kj_mol=197.5 lumo_ev=0.36 orbital_gap_ev=10.82
C -0.504 2.329 0.602 -0.610
C 0.124 0.958 0.579 -0.446
C 0.786 0.391 1.873 -0.069
O 1.677 -0.747 1.619 -0.724
H -0.732 2.547 -0.449 0.222
H -1.535 2.203 1.171 0.204
H 0.109 3.152 0.984 0.217
H 0.813 0.930 -0.298 0.199
H -0.758 0.206 0.247 0.202
H -0.014 0.099 2.602 0.166
H 1.439 1.058 2.436 0.180
H 1.394 -0.995 0.666 0.455
O -1.072 -1.787 -1.965 -0.987
H -1.901 -2.265 -2.041 0.482
H -0.584 -1.875 -1.160 0.498
O -0.252 -3.100 0.430 -0.963
H 0.534 -2.964 0.889 0.480
H -0.259 -4.107 0.076 0.490
O 0.265 1.695 -2.779 -0.921
H -0.042 1.229 -2.088 0.456
H 0.512 1.046 -3.395 0.468